DFT (the ωB97M-V functional and the def2-TZVPD basis) results for a 2-piece molecular cluster, C2H8NOS overall.

Geometry (Å):
C -1.623 0.177 0.721
C -0.961 -0.743 -0.343
S 0.438 0.101 -1.178
N -0.931 1.449 0.855
H -2.728 0.240 0.397
H -1.845 -0.196 1.882
H -0.483 -1.650 0.119
H -1.745 -0.928 -1.099
H -0.020 1.479 0.369
H -0.987 1.657 1.827
H 1.984 -0.412 -0.015
H 1.656 -1.480 1.026
O 2.398 -0.884 0.761

Total energy, eV: -16576.6232
E_HOMO, eV: -2.9
Total charge: -1
Max |F|, Eh/bohr: 0.0559
LUMO, eV: 4.254
Kohn-Sham gap, eV: 7.17